(1)
Molecular formula: C5H6O5S
Method: DFT, ωB97M-V/def2-TZVPD

maximum force	3.6	eV Å⁻¹
Kohn-Sham gap	7.12	eV
electronic energy	-968.48234	Eh
HOMO energy	-0.960	eV
ΔE to the lowest compared entry with this formula, charge and spin	0.0	kJ/mol

ORCA input file:
```
! RIJCOSX wB97M-V def2-TZVPD def2/J DEFGRID3
* xyz -2 1
C 1.71 -0.07 -0.30
C 0.77 -0.10 0.63
C 3.20 0.41 -0.04
C -1.26 -1.21 -0.70
C -0.90 -0.24 0.40
O 3.86 -0.17 0.82
O -2.29 1.87 1.05
O 3.62 1.18 -0.89
O -2.23 1.44 -1.41
O -1.53 -0.45 1.67
S -1.40 1.58 -0.15
H 1.42 0.02 -1.41
H 1.01 -0.18 1.69
H -1.56 -0.75 -1.66
H -0.37 -1.91 -0.95
H -2.18 -1.83 -0.40
H -1.87 0.42 1.64
*
```

(2)
Molecular formula: C46H37N2NiO4P2
Method: DFT, ωB97M-V/def2-TZVPD

maximum force	1.5	eV Å⁻¹
Kohn-Sham gap (alpha / beta)	7.16 / 6.02	eV
electronic energy	-4376.70926	Eh
HOMO energy (alpha / beta)	-4.733 / -4.400	eV
ΔE to the lowest compared entry with this formula, charge and spin	112.4	kJ/mol
expectation value of S²	2.0550

ORCA input file:
```
! RIJCOSX wB97M-V def2-TZVPD def2/J DEFGRID3
* xyz -1 3
Ni 0.40 -0.57 1.82
O 2.69 -3.72 3.22
C 2.08 -2.68 2.94
O 1.52 -2.36 1.84
C 1.97 -1.61 4.03
C 2.53 -1.69 5.29
C 2.36 -0.62 6.16
C 1.64 0.50 5.75
C 1.10 0.50 4.48
N 1.27 -0.53 3.66
C 0.24 1.61 3.88
O 0.08 2.64 4.54
O -0.24 1.32 2.74
H 3.08 -2.58 5.55
H 2.79 -0.66 7.15
H 1.48 1.35 6.39
C -0.10 0.88 -2.51
N 0.10 1.32 -1.12
P 1.17 0.44 -0.04
C 2.53 -0.04 -1.19
C 3.06 0.84 -2.13
C 4.14 0.46 -2.92
C 4.70 -0.81 -2.75
C 4.20 -1.68 -1.80
C 3.11 -1.30 -1.02
C 2.14 1.80 0.77
C 1.94 3.15 0.55
C 2.70 4.10 1.23
C 3.67 3.69 2.13
C 3.89 2.33 2.34
C 3.13 1.39 1.66
P -1.28 1.92 -0.26
C -2.04 2.90 -1.64
C -1.44 4.13 -1.92
C -1.94 4.95 -2.92
C -3.06 4.56 -3.65
C -3.67 3.35 -3.37
C -3.16 2.52 -2.37
C -2.53 0.58 -0.10
C -2.60 -0.78 -0.76
C -3.96 -1.42 -0.60
C -4.92 -0.94 0.22
C -4.72 0.27 0.94
C -3.54 0.99 0.74
H 0.72 0.24 -2.84
H -0.13 1.75 -3.18
H -1.03 0.32 -2.66
H 2.64 1.83 -2.23
H 4.54 1.14 -3.65
H 5.54 -1.11 -3.37
H 4.65 -2.65 -1.66
H 2.70 -1.97 -0.27
H 1.16 3.47 -0.13
H 2.52 5.15 1.07
H 4.25 4.43 2.67
H 4.65 2.01 3.04
H 3.30 0.34 1.84
H -0.59 4.45 -1.34
H -1.46 5.90 -3.13
H -3.46 5.21 -4.43
H -4.54 3.04 -3.93
H -3.65 1.58 -2.16
H -2.41 -0.64 -1.83
H -4.11 -2.36 -1.13
H -5.85 -1.49 0.33
H -5.49 0.64 1.60
H -3.41 1.94 1.26
C -0.31 -2.00 -5.43
C -1.57 -2.19 -4.88
C -1.73 -2.33 -3.51
C -0.63 -2.27 -2.65
C 0.64 -2.11 -3.22
C 0.80 -1.96 -4.59
C -0.76 -2.46 -1.18
C -1.58 -1.84 -0.32
C -1.64 -2.35 1.08
C -1.85 -3.72 1.26
C -1.99 -4.26 2.53
C -1.93 -3.45 3.65
C -1.69 -2.09 3.49
C -1.53 -1.55 2.22
H -0.19 -1.89 -6.50
H -2.44 -2.23 -5.53
H -2.71 -2.49 -3.09
H 1.50 -2.07 -2.56
H 1.79 -1.81 -5.00
H -0.06 -3.18 -0.76
H -1.92 -4.36 0.39
H -2.16 -5.33 2.64
H -2.05 -3.87 4.64
H -1.61 -1.45 4.36
H -1.39 -0.46 2.12
*
```

(3)
Molecular formula: C5H14N2O
Method: DFT, ωB97M-V/def2-TZVPD

maximum force	1.7	eV Å⁻¹
Kohn-Sham gap	9.56	eV
electronic energy	-383.62723	Eh
HOMO energy	-8.897	eV
ΔE to the lowest compared entry with this formula, charge and spin	192.9	kJ/mol

ORCA input file:
```
! RIJCOSX wB97M-V def2-TZVPD def2/J DEFGRID3
* xyz 0 1
H -1.29 -2.27 2.96
N -0.67 -1.46 2.93
C -0.42 -0.98 1.78
N -1.02 -1.25 0.59
C -0.77 -0.58 -0.67
C -1.20 0.89 -0.69
C -0.34 1.86 0.16
C 1.16 1.81 -0.07
H 0.30 -0.17 1.71
H -1.67 -2.02 0.49
H -1.30 -1.07 -1.47
H 0.29 -0.53 -0.92
H -1.24 1.30 -1.69
H -2.16 0.91 -0.17
H -0.77 2.83 -0.09
H -0.55 1.76 1.23
H 1.66 1.11 0.62
H 1.46 1.55 -1.09
H 1.69 2.69 0.29
O 2.49 -2.10 -2.25
H 1.55 -2.28 -2.32
H 2.80 -2.00 -1.35
*
```